Density functional theory data (wB97M-V/def2-TZVPD) for a cluster of 9 separate species, C59H134N8O9 in total at a distorted geometry.

The geometry in XYZ format:
```
210
Properties=species:S:1:pos:R:3:forces:R:3
C -5.367 1.258 0.431 0.98 1.42 -0.66
C -4.338 1.887 1.382 -0.57 0.49 -0.10
O -3.973 0.988 2.385 0.15 -0.73 1.58
H -5.800 2.094 -0.120 0.05 0.02 -0.44
H -6.242 0.748 0.833 0.56 -0.23 0.57
H -4.774 0.660 -0.262 -0.48 -0.38 -0.10
H -4.702 2.760 1.924 -0.61 0.35 -0.48
H -3.386 2.233 0.979 -0.41 -0.12 -1.10
H -4.289 1.488 3.142 0.35 -0.98 0.78
C 1.173 -0.673 -7.012 -0.23 1.12 -0.30
C 2.669 -0.768 -6.485 -2.49 -0.83 0.74
C 2.738 -1.913 -5.382 -0.01 -1.20 -0.85
C 2.625 -3.403 -5.979 0.62 2.16 0.54
C 3.729 -3.498 -7.047 -1.74 -0.23 0.91
C 3.654 -2.427 -8.123 1.94 0.52 -1.07
N 3.596 -1.061 -7.548 0.75 -0.15 0.72
O 3.598 0.017 -8.528 -0.33 -1.31 0.55
C 5.081 -2.434 -8.808 -0.37 0.62 -0.75
C 2.537 -2.730 -9.152 0.47 1.18 0.42
C 3.034 0.584 -5.831 -0.23 0.18 -1.04
H 0.472 -1.507 -7.025 0.49 -0.51 0.76
H 1.067 -0.335 -8.043 0.84 0.08 -0.32
H 0.682 0.164 -6.514 -0.21 -0.20 0.53
H 3.672 -1.811 -4.829 0.31 -0.06 -0.19
H 1.971 -1.844 -4.611 -0.32 0.64 -0.25
H 1.590 -3.598 -6.260 0.10 0.06 -0.55
H 2.856 -4.148 -5.218 -0.03 0.17 0.26
H 3.579 -4.467 -7.524 0.62 -0.07 -0.24
H 4.632 -3.472 -6.438 0.38 0.03 -0.57
H 5.901 -2.036 -8.210 -0.24 -0.68 1.01
H 5.363 -3.385 -9.259 -0.11 -0.11 0.18
H 5.173 -1.674 -9.585 -0.76 -0.17 -0.62
H 1.556 -2.704 -8.678 0.04 -0.50 0.04
H 2.542 -1.856 -9.804 -0.04 -0.19 -0.44
H 2.723 -3.640 -9.722 -0.09 0.03 0.13
H 4.120 0.640 -5.766 -0.04 0.03 0.65
H 2.467 0.837 -4.935 0.39 -0.69 0.45
H 2.731 1.414 -6.469 0.12 -0.10 -0.51
H 4.467 0.388 -8.358 0.08 0.18 -0.15
C 5.615 4.796 4.100 -0.80 0.70 -0.78
C 5.955 3.657 3.158 0.21 -3.08 1.97
C 4.883 2.463 3.312 -0.65 1.59 -0.46
C 3.532 2.869 2.670 0.59 -0.24 0.01
C 3.697 3.349 1.215 -0.67 0.50 0.44
C 4.900 4.302 0.868 -1.01 -0.09 -0.57
N 6.069 3.971 1.756 -1.15 -1.57 -1.32
O 7.006 4.955 1.595 1.27 0.74 0.23
C 5.320 3.915 -0.639 0.71 0.28 1.96
C 4.488 5.847 0.963 0.80 -0.71 -0.56
C 7.272 2.988 3.715 0.82 -0.01 -1.82
H 4.850 5.351 3.557 -0.92 -0.02 0.81
H 6.327 5.597 4.295 0.77 -0.46 0.04
H 5.333 4.337 5.048 -0.36 0.49 -0.04
H 5.325 1.554 2.906 -0.23 0.21 -0.22
H 4.622 2.261 4.351 0.63 0.12 0.28
H 2.997 3.540 3.342 0.49 0.92 -0.15
H 2.791 2.071 2.718 0.28 -0.66 -0.42
H 2.774 3.868 0.957 -0.06 0.36 -0.12
H 3.618 2.471 0.574 0.77 -0.11 -0.13
H 5.706 2.902 -0.529 -0.37 -0.24 -0.35
H 4.522 4.000 -1.377 -0.11 -0.05 0.29
H 6.193 4.476 -0.972 -0.16 0.41 0.04
H 4.137 6.293 0.032 -0.60 -0.72 -0.29
H 3.769 6.104 1.740 0.16 -0.17 0.15
H 5.405 6.433 1.028 0.03 -0.02 0.70
H 8.165 3.585 3.531 -0.16 0.67 0.40
H 7.550 2.145 3.081 -0.47 -0.39 -0.08
H 7.311 2.609 4.736 -0.64 0.40 0.09
H 6.759 5.510 2.339 0.66 1.16 -0.01
C -5.268 -0.313 5.405 0.69 0.33 -1.17
C -4.582 -1.686 5.740 -0.83 2.04 2.17
C -3.978 -1.447 7.118 1.43 -0.37 0.07
C -3.447 -2.761 7.747 -1.32 1.12 -0.23
C -4.648 -3.748 7.954 1.02 -0.30 -0.65
C -5.616 -3.931 6.708 3.74 1.12 0.49
N -5.627 -2.636 6.021 -0.30 -0.05 2.79
O -6.609 -2.690 5.096 -0.50 0.26 -2.65
C -4.975 -5.028 5.764 -0.21 0.70 1.00
C -6.972 -4.268 7.217 -1.54 -0.13 -0.25
C -3.463 -1.937 4.710 -0.95 -1.55 0.67
H -4.512 0.464 5.290 0.79 -0.26 -0.30
H -5.891 0.252 6.098 -0.60 -1.20 0.48
H -5.743 -0.374 4.426 -0.30 0.07 0.08
H -3.122 -0.812 6.892 0.23 0.29 0.50
H -4.642 -0.886 7.776 -0.21 -0.25 -0.07
H -3.013 -2.502 8.712 0.04 -0.25 0.10
H -2.617 -3.020 7.090 -0.16 -0.93 0.10
H -5.160 -3.447 8.868 -0.37 0.28 -0.26
H -4.243 -4.732 8.192 0.02 -0.20 0.03
H -5.191 -6.004 6.199 -0.46 -0.23 -0.70
H -5.275 -4.821 4.737 -0.45 -0.78 0.01
H -3.886 -5.005 5.742 0.13 0.50 0.28
H -7.434 -3.543 7.887 0.89 0.13 0.70
H -7.761 -4.196 6.468 0.35 -0.81 -0.61
H -6.933 -5.261 7.665 -0.29 0.05 0.09
H -3.930 -2.062 3.733 0.57 0.68 -0.41
H -3.018 -2.908 4.926 0.11 -0.14 0.02
H -2.660 -1.217 4.868 -0.33 0.28 -0.76
H -6.018 -2.915 4.374 -1.17 -0.32 -1.55
C -2.144 4.722 6.978 -0.04 0.66 -0.43
C -1.101 4.747 5.879 0.54 -1.14 -1.08
C -0.584 3.300 5.754 2.07 -0.27 -1.71
C 0.353 3.177 4.504 1.38 0.91 2.78
C -0.342 3.509 3.293 -1.04 0.65 -1.74
C -1.041 4.948 3.206 1.28 -1.32 3.12
N -1.643 5.227 4.574 -0.27 -2.51 -0.31
O -2.211 6.470 4.673 -0.62 0.71 -0.05
C -0.051 6.076 2.826 -0.77 -0.75 -0.53
C -2.110 4.727 2.210 -1.46 0.59 -1.17
C 0.072 5.586 6.326 0.71 1.05 0.94
H -1.598 4.389 7.861 -0.39 0.14 0.26
H -2.965 4.039 6.757 0.06 0.03 -0.06
H -2.523 5.739 7.072 -0.20 -0.11 0.48
H 0.061 3.087 6.607 -0.29 0.04 0.33
H -1.260 2.453 5.641 -0.80 0.48 0.26
H 0.916 2.245 4.484 -0.49 -0.41 -0.16
H 1.165 3.902 4.548 0.24 0.24 0.64
H -1.080 2.716 3.164 -0.49 0.23 -0.49
H 0.380 3.427 2.481 -0.21 0.12 -0.47
H 0.846 6.129 3.443 0.12 -0.41 -0.24
H 0.109 5.867 1.768 0.82 0.36 -0.04
H -0.499 7.070 2.866 -0.27 -0.02 -0.06
H -2.866 4.001 2.509 0.16 0.13 0.57
H -2.636 5.654 1.985 -0.09 0.08 -0.16
H -1.738 4.298 1.279 0.38 0.33 -0.12
H 0.990 5.541 5.740 -0.32 -0.06 -0.42
H 0.420 5.353 7.333 -0.22 -0.39 0.19
H -0.217 6.632 6.433 -0.09 0.21 -0.30
H -1.522 7.111 4.486 0.33 0.48 0.12
C -2.952 -2.267 0.453 -0.27 0.06 0.92
C -1.670 -1.731 -0.194 -1.04 -0.31 -0.96
C -1.906 -1.748 -1.727 2.00 0.63 -1.16
C -0.768 -0.966 -2.517 -1.10 0.01 1.40
C -0.763 0.541 -2.047 0.61 -2.73 0.72
C -0.532 0.558 -0.458 -0.73 1.22 -0.23
N -1.511 -0.338 0.258 -0.56 0.67 -0.85
O -1.388 -0.262 1.683 1.85 -0.56 -0.46
C 0.926 0.284 -0.074 0.08 0.72 0.56
C -0.876 2.053 -0.029 0.07 -1.41 -0.14
C -0.589 -2.793 0.142 0.49 0.77 -0.39
H -3.809 -1.603 0.569 0.35 0.75 -0.30
H -2.647 -2.499 1.473 -0.41 -0.56 0.13
H -3.402 -3.114 -0.066 0.60 -0.41 0.05
H -1.746 -2.757 -2.105 -0.47 -0.33 0.40
H -2.893 -1.436 -2.066 -0.09 0.26 0.39
H -0.833 -1.190 -3.582 -0.47 0.64 -0.20
H 0.149 -1.496 -2.259 0.38 0.40 0.33
H -1.708 0.996 -2.341 0.05 0.14 0.20
H 0.085 1.020 -2.537 -0.11 0.44 0.21
H 1.287 -0.744 -0.075 -0.26 0.03 -0.36
H 1.597 0.946 -0.622 0.08 -0.24 -0.47
H 1.052 0.655 0.944 -0.07 -0.25 0.35
H -0.915 2.127 1.058 0.12 -0.02 -0.12
H -0.142 2.757 -0.424 0.15 -0.07 -0.01
H -1.852 2.325 -0.430 0.01 -0.04 -0.05
H -0.199 -2.647 1.149 -0.39 -0.39 0.21
H 0.294 -2.767 -0.496 0.01 0.37 -0.26
H -1.021 -3.771 -0.071 -0.05 -0.08 0.60
H -2.205 0.015 2.103 -0.87 0.34 -0.68
C -2.282 -4.939 -3.803 -1.22 -0.34 -0.83
C -2.276 -6.043 -4.890 -0.27 0.51 -0.52
C -3.721 -6.639 -5.194 1.65 0.06 0.78
O -4.045 -7.646 -4.266 -2.08 0.10 2.83
C -4.933 -7.325 -3.065 0.28 -0.18 -1.23
N -1.667 -5.528 -6.146 -0.04 0.40 0.63
H -1.298 -4.562 -3.524 -0.08 -0.08 -0.15
H -2.857 -5.241 -2.927 0.45 -0.44 0.23
H -2.932 -4.154 -4.190 0.38 0.62 -0.16
H -1.576 -6.801 -4.540 -0.58 -0.61 0.00
H -3.658 -7.149 -6.155 0.04 -0.07 -0.11
H -4.492 -5.875 -5.297 -0.01 0.33 0.23
H -5.235 -8.239 -2.553 0.70 -0.39 -0.43
H -5.904 -6.886 -3.295 0.06 0.19 -1.00
H -4.560 -6.659 -2.288 0.95 0.02 -0.35
H -1.748 -4.523 -6.206 -0.07 0.15 -0.02
H -2.041 -5.926 -6.995 -0.11 -0.18 0.11
C -4.328 -0.491 -5.030 0.18 0.13 1.73
C -4.208 -1.278 -6.264 0.05 0.59 -1.82
C -4.464 -0.494 -7.529 -1.53 2.49 -0.26
O -3.573 0.660 -7.576 0.83 -1.54 0.95
C -3.649 1.479 -8.685 -1.97 0.08 -1.37
N -2.866 -1.740 -6.464 0.89 -1.68 0.62
H -5.352 -0.195 -4.802 0.11 0.42 -0.11
H -3.592 0.312 -4.999 -0.45 0.45 -0.37
H -3.979 -1.094 -4.192 -0.23 -0.39 0.07
H -4.887 -2.129 -6.313 -0.15 -0.07 0.37
H -5.471 -0.078 -7.516 -0.44 0.11 -0.03
H -4.425 -1.098 -8.436 0.53 -0.15 -0.09
H -2.822 2.163 -8.877 0.23 -0.37 0.64
H -4.581 2.044 -8.654 -0.09 0.75 0.42
H -3.872 0.932 -9.600 0.70 -0.57 -0.34
H -2.387 -1.040 -7.012 0.39 -0.02 -0.04
H -3.051 -2.542 -7.051 1.03 -0.29 -0.35
C 8.919 -0.736 2.606 -0.60 -1.27 0.45
C 8.018 -0.885 1.408 0.29 0.35 -0.37
C 6.582 -0.501 1.701 -0.89 -0.26 -1.00
O 5.722 -0.829 0.573 -0.29 -1.05 0.22
C 4.331 -1.054 0.928 0.85 1.58 0.49
N 8.582 -0.073 0.360 0.02 0.20 -1.11
H 8.957 0.249 3.071 0.00 0.04 -0.24
H 9.902 -1.106 2.315 0.06 0.32 0.22
H 8.471 -1.452 3.296 0.45 0.09 0.74
H 8.102 -1.910 1.047 -0.29 -0.20 0.18
H 6.614 0.586 1.778 -0.32 0.17 0.37
H 6.157 -0.963 2.592 0.17 0.00 0.26
H 4.136 -1.795 1.703 0.51 -0.37 -0.01
H 3.674 -1.254 0.082 0.66 -0.08 -0.32
H 4.028 -0.094 1.348 -0.62 0.11 0.15
H 8.463 0.907 0.573 0.09 0.31 0.17
H 8.043 -0.220 -0.482 -0.03 0.00 -0.33
```
Forces are in eV/Å.

Results
Energy above the lowest of the compared OMol25 structures with the same formula, charge and spin ... 73.4 kcal/mol
Calculated total energy ... -3443.0568 hartree
M ... 1099.77 Da
LUMO ... 0.40 eV
Multiplicity ... 1
Highest occupied orbital energy ... -0.2901 Ha
SMILES ... CC1(C)CCCC(C)(C)N1O.CC1(C)CCCC(C)(C)N1O.CC1(C)CCCC(C)(C)N1O.CC1(C)CCCC(C)(C)N1O.CC1(C)CCCC(C)(C)N1O.COC[C@H](C)N.COC[C@H](C)N.COC[C@H](C)N.CCO

These are the Löwdin partial charges, in e, on atoms 1 to 6: C -0.052; C -0.319; O -0.097; H 0.069; H 0.079; H 0.063